The following is a DFT calculation (ωB97M-V with the def2-TZVPD basis set) of the molecule CH2INO4 at a distorted geometry.

Each atom is followed by the atoms it is bonded to, with distances in Å.
Element x y z (Å)
1 I -1.01856 2.75180 0.90374  C7 2.192
2 O 0.04203 -0.09882 0.90020  O5 1.475, C7 1.347
3 O 2.25704 -1.18112 -1.37886  N6 1.164
4 O 0.24227 -1.73215 -0.94122  N6 1.180
5 O 1.20197 0.08254 0.00651  O2 1.475, N6 1.457
6 N 1.24700 -1.12849 -0.80211  O3 1.164, O4 1.180, O5 1.457
7 C -1.06931 0.58627 0.56920  I1 2.192, O2 1.347, H8 1.111, H9 1.006
8 H -1.19408 0.46610 -0.52850  C7 1.111
9 H -1.70836 0.25386 1.27103  C7 1.006

Computed properties:
* spin multiplicity: 3
* frontier orbital gap (spin up / spin down): 0.2141 / 0.2451 Eh
* electronic energy: -692.296569 Ha
* HOMO level (spin up / spin down): -5.615 / -10.535 eV
* strongest force on any atom: 5.18 eV/Å
* relative energy (zero: lowest compared OMol25 entry of this formula, charge and spin): 232.7 kJ/mol
* total charge: 0